No. 1
Computed, not measured: C2H3N2O4PS as an isolated structure in a non-equilibrium geometry, with ωB97M-V/def2-TZVPD.

```
! wB97M-V def2-TZVPD RIJCOSX def2/J DEFGRID3
* xyz 0 1
S 1.700 -2.391 0.706
P 0.978 -0.552 0.961
O 2.276 0.444 1.123
O -0.056 -0.277 2.000
O -2.664 0.854 -2.724
O -1.804 1.191 0.651
N -0.484 0.212 -1.113
N 0.559 -0.351 -0.634
C -2.242 0.698 -1.665
C -1.496 0.745 -0.524
H 1.262 -1.904 -0.561
H -1.077 1.046 1.245
H 3.049 0.285 0.535
*
```

Values from the calculation:
Frontier orbital gap = 8.30 eV
Energy relative to the best compared isomer or geometry (same formula, charge and spin) = 4.753 eV
E_HOMO = -9.2 eV
Lowest unoccupied orbital energy = -0.873 eV
DFT total energy = -1227.9774 Eh

Atom charges from the natural (NBO) analysis, given in e for atoms 1 to 2: atom 1 (S): -0.355, atom 2 (P): 2.034

=====

No. 2
Computed, not measured: a single C15H20N2O3 molecule in a non-equilibrium geometry, with ωB97M-V/def2-TZVPD.

```
! wB97M-V def2-TZVPD RIJCOSX def2/J DEFGRID3
* xyz 0 1
O 0.871 -2.393 -0.167
O 0.386 1.469 -1.900
O 4.323 0.757 0.355
N 3.280 0.237 -1.456
N 0.806 -0.129 -0.290
C 0.687 0.018 2.774
C 1.859 1.946 0.879
C -3.390 -2.189 -1.153
C 0.521 2.323 1.664
C -1.223 -0.193 -1.549
C 1.950 -0.215 2.029
C -2.557 0.023 -2.185
C -1.951 -2.471 -1.427
C 0.501 1.551 2.949
C -0.966 -1.440 -1.046
C 1.909 0.378 0.641
C 3.257 0.344 -0.101
C -0.026 0.613 -1.154
C 0.333 -1.439 -0.457
C -3.748 -0.989 -2.099
H -0.429 2.328 1.065
H -2.305 0.191 -3.249
H -0.369 1.758 3.654
H 4.099 0.628 -1.786
H 2.733 2.293 1.569
H -4.080 -2.981 -1.469
H 0.702 3.342 1.876
H -0.165 -0.389 2.318
H 0.875 -0.429 3.749
H -2.978 0.959 -1.758
H -3.896 -1.424 -3.043
H 1.918 2.540 -0.027
H 2.154 -1.274 1.981
H 2.811 0.446 2.501
H -4.680 -0.455 -1.839
H -1.723 -2.923 -2.377
H -1.799 -3.265 -0.796
H -3.467 -1.948 -0.119
H 1.359 1.978 3.409
H 2.416 0.425 -1.963
*
```

Values from the calculation:
Frontier orbital gap = 9.04 eV
Energy relative to the best compared isomer or geometry (same formula, charge and spin) = 3.408 eV
E_HOMO = -9.2 eV
Lowest unoccupied orbital energy = -0.204 eV
SMILES = NC(=O)C1(N2C(=O)C3=C(CCCC3)C2=O)CCCCC1
DFT total energy = -918.7503 Eh

Atom charges from the natural (NBO) analysis, given in e for atoms 1 to 2: atom 1 (O): -0.518, atom 2 (O): -0.558

=====

No. 3
Computed, not measured: C18H33BCrF7NO12 as an isolated structure in a non-equilibrium geometry, with ωB97M-V/def2-TZVPD.

```
! wB97M-V def2-TZVPD RIJCOSX def2/J DEFGRID3
* xyz 0 5
Cr -8.039 25.514 -12.455
F -2.090 22.905 -20.736
F -3.580 21.334 -21.010
F -7.354 22.615 -14.763
F -7.721 24.635 -15.752
F -6.718 24.649 -13.823
F -2.402 21.408 -19.209
F -8.910 23.967 -13.815
O -10.112 25.510 -17.705
O -9.477 25.624 -19.844
O -4.294 22.842 -18.234
O -7.333 23.841 -11.270
O -5.165 19.653 -19.485
O -6.777 26.838 -11.638
O -6.546 20.681 -18.169
O -7.747 22.515 -9.494
O -10.078 27.448 -18.676
O -4.648 23.901 -20.189
O -5.846 22.376 -10.432
O -7.027 18.570 -18.787
N -9.825 19.995 -12.828
C -10.095 28.238 -19.853
C -5.330 23.611 -17.594
C -7.014 22.963 -10.487
C -7.931 20.922 -17.828
C -4.939 22.641 -11.518
C -4.949 28.060 -10.614
C -3.013 22.163 -20.127
C -4.121 23.065 -19.523
C -10.452 20.917 -13.090
C -11.272 22.060 -13.514
C -9.818 26.154 -18.817
C -8.995 23.120 -9.166
C -4.687 27.238 -12.944
C -4.770 18.465 -20.161
C -5.414 27.004 -11.609
C -9.906 24.112 -17.637
C -4.641 24.652 -16.712
C -6.325 19.544 -18.835
B -7.722 23.928 -14.545
H -10.458 23.616 -18.437
H -10.859 22.495 -14.416
H -8.265 19.987 -17.372
H -4.907 26.063 -11.317
H -12.287 21.685 -13.635
H -3.906 28.361 -10.698
H -5.056 17.553 -19.647
H -5.181 27.858 -9.567
H -5.203 26.693 -13.744
H -4.731 28.268 -13.314
H -10.154 23.682 -16.673
H -5.510 22.815 -12.427
H -4.303 23.512 -11.358
H -5.340 25.144 -16.039
H -5.826 22.911 -16.924
H -7.997 21.630 -17.008
H -11.235 22.700 -12.632
H -9.827 29.266 -19.629
H -8.846 23.926 -17.809
H -3.663 26.869 -12.929
H -11.130 28.257 -20.210
H -9.587 22.352 -8.682
H -8.428 21.148 -18.767
H -9.518 27.869 -20.696
H -3.877 24.118 -16.149
H -5.525 28.969 -10.828
H -8.817 23.927 -8.452
H -4.285 21.780 -11.607
H -9.458 23.568 -10.043
H -3.690 18.434 -20.309
H -6.063 24.025 -18.281
H -5.135 18.528 -21.189
H -4.219 25.444 -17.334
*
```

Values from the calculation:
Frontier orbital gap (alpha / beta) = 7.87 / 8.17 eV
E_HOMO (alpha / beta) = -9.2 / -9.5 eV
Lowest unoccupied orbital energy (alpha / beta) = -1.339 / -1.327 eV
DFT total energy = -3431.9037 Eh

Atom charges from the Mulliken analysis, given in e for atoms 1 to 2: atom 1 (Cr): 0.974, atom 2 (F): -0.267

=====

No. 4
Computed, not measured: C14H18IrN3 as an isolated structure in a non-equilibrium geometry, with ωB97M-V/def2-TZVPD.

```
! wB97M-V def2-TZVPD RIJCOSX def2/J DEFGRID3
* xyz 2 1
Ir 0.130 -0.697 0.382
N -1.257 -2.353 -0.130
N -0.499 1.205 -0.561
N -0.306 -0.707 2.557
C 1.752 1.111 -1.300
C 3.024 -0.826 -0.563
C -1.061 3.577 -1.816
C -1.640 -1.260 2.913
C -1.713 1.741 -0.460
C -2.376 -2.534 0.831
C 1.846 -0.100 -0.591
C 4.137 -0.356 -1.245
C 0.471 1.810 -1.275
C 2.875 1.570 -1.979
C -2.042 2.933 -1.074
C 0.200 3.012 -1.916
C 4.055 0.840 -1.949
C -1.882 -2.619 2.269
H 0.966 3.509 -2.491
H 4.924 1.206 -2.480
H -0.209 0.221 2.962
H -1.634 -2.247 -1.069
H -1.714 -1.355 3.998
H -2.404 -0.549 2.595
H -2.441 1.198 0.130
H -0.968 -3.221 2.315
H -1.278 4.513 -2.312
H -2.636 -3.141 2.856
H 5.056 -0.924 -1.222
H -3.068 -1.699 0.717
H 0.412 -1.281 2.996
H -0.699 -3.205 -0.146
H -2.921 -3.446 0.582
H -3.037 3.340 -0.972
H 2.838 2.497 -2.533
H 3.098 -1.761 -0.017
*
```

Values from the calculation:
Frontier orbital gap (alpha / beta) = 6.61 / 6.61 eV
E_HOMO (alpha / beta) = -15.3 / -15.3 eV
Lowest unoccupied orbital energy (alpha / beta) = -8.703 / -8.704 eV
DFT total energy = -812.2574 Eh

Atom charges from the natural (NBO) analysis, given in e for atoms 1 to 2: atom 1 (Ir): 1.057, atom 2 (N): -0.791

=====

No. 5
Computed, not measured: a 11-piece molecular cluster, C34H96N6O11 overall in a non-equilibrium geometry, with ωB97M-V/def2-TZVPD.

```
! wB97M-V def2-TZVPD RIJCOSX def2/J DEFGRID3
* xyz 0 1
O -3.365 -1.418 1.495
O 4.634 -0.753 -5.413
O -3.521 -0.316 -1.349
O -0.301 2.772 5.016
O 6.647 -0.124 -2.490
O -0.248 3.688 -4.524
O -1.679 -6.588 2.141
O 3.858 -0.860 3.009
O -1.077 -1.065 3.418
O -3.560 4.564 -0.403
O -0.687 -0.728 -1.940
N -1.899 5.838 -3.453
N 1.519 -2.953 2.375
N -2.480 1.517 2.954
N 5.320 1.498 0.037
N -1.614 -3.866 2.460
N 1.211 -2.057 -5.493
C 0.921 2.387 5.621
C 2.358 -2.687 0.099
C -0.411 0.024 0.350
C -0.273 2.630 3.607
C 5.911 -1.120 -5.907
C 2.664 -2.445 1.587
C -2.304 -7.664 2.803
C 3.075 -1.003 1.829
C -1.150 -4.116 0.050
C -5.225 -2.462 2.689
C -4.607 -1.183 2.120
C -1.068 -1.604 4.765
C 3.508 1.742 -1.561
C 2.520 -1.330 -3.471
C -5.175 0.908 -2.626
C 0.058 0.138 -1.103
C -2.479 5.078 -1.168
C -2.954 5.293 -2.592
C -2.508 -1.718 5.249
C -3.578 4.061 -3.219
C 7.996 0.204 -2.706
C 0.242 3.073 -3.335
C -1.687 2.721 3.035
C -2.161 -4.422 1.182
C 3.078 -0.602 4.174
C 3.637 -1.701 -5.745
C 1.184 3.962 -2.547
C -2.541 3.812 3.686
C 4.811 0.938 -1.239
C -3.169 3.663 0.613
C -4.791 0.319 -1.293
C 5.861 1.030 -2.339
C -2.592 -5.889 1.277
C 2.366 -1.309 -5.015
H -2.738 2.739 0.227
H 4.601 -0.125 -1.097
H 1.988 4.300 -3.202
H -2.804 -2.767 5.179
H -1.575 6.721 -3.083
H 6.058 -0.873 -6.961
H 3.753 -0.781 1.002
H -3.511 3.836 3.189
H 3.403 -1.662 -6.818
H -3.725 6.072 -2.514
H -2.173 5.988 -0.635
H -2.583 -1.466 6.308
H 6.596 -0.560 -5.265
H -5.161 -3.307 2.008
H 0.369 3.309 3.033
H 3.939 -2.735 -5.534
H 2.186 -0.268 -5.302
H -1.701 -4.028 -0.896
H -1.634 -0.539 -1.807
H 5.349 2.505 -0.101
H -4.698 -2.733 3.612
H -2.755 1.243 3.888
H 0.784 2.501 6.695
H 2.962 -2.269 -3.137
H 3.069 1.470 -2.521
H -2.138 4.821 3.569
H -0.661 -3.626 2.204
H 6.159 -2.172 -5.736
H -4.538 -0.378 2.862
H 3.303 0.420 4.490
H 1.988 -0.642 4.062
H -0.083 1.158 -1.485
H -0.707 -1.016 0.498
H -2.754 -1.659 2.211
H 3.192 -0.510 -3.223
H -6.249 -2.333 3.047
H -0.740 4.482 -4.215
H -2.512 4.132 1.355
H 1.590 3.435 -1.683
H 8.122 0.873 -3.563
H -2.712 3.629 4.749
H 2.394 -3.717 -0.246
H -4.146 4.402 -4.086
H -1.488 -8.250 3.233
H 0.647 4.856 -2.221
H -1.564 -4.695 3.048
H 0.805 2.171 -3.594
H -2.648 -6.360 0.297
H -1.248 0.707 0.516
H -0.651 2.744 -2.787
H -2.191 5.925 -4.416
H -4.348 1.287 -3.220
H 2.235 -0.301 1.815
H -5.867 0.283 -3.187
H -0.786 -1.755 2.803
H -3.561 -5.909 1.786
H -5.369 -0.751 1.462
H -4.740 1.034 -0.454
H -2.911 -8.316 2.170
H -1.580 4.446 -1.154
H 3.523 -3.116 1.710
H 2.824 1.494 -0.751
H 8.452 0.703 -1.844
H 0.286 0.264 1.160
H -3.017 -3.793 0.925
H 4.604 1.359 0.743
H 2.943 -2.056 -0.577
H -2.914 -7.346 3.658
H 3.343 -1.342 4.931
H 3.781 2.796 -1.531
H 1.520 -1.137 -3.083
H -0.551 -2.562 4.860
H -3.187 -1.156 4.614
H -0.378 -4.869 -0.096
H 1.134 -0.042 -1.149
H -3.390 -0.790 -0.517
H 1.722 -3.944 2.452
H 1.177 1.362 5.340
H -4.098 3.391 -2.543
H 6.456 1.912 -2.068
H 1.350 -2.281 -0.050
H -1.993 0.783 2.463
H -1.527 3.167 2.041
H 0.410 -1.805 -4.913
H 1.710 3.090 5.329
H -0.767 -3.100 0.133
H 1.477 -2.558 3.307
H 1.264 -3.044 -5.230
H -2.824 3.372 -3.624
H -5.739 1.823 -2.407
H -4.078 3.488 1.191
H -5.633 -0.271 -0.897
H 0.084 1.600 3.438
H 8.582 -0.694 -2.892
H -0.441 -0.860 5.270
H 5.369 1.299 -3.281
*
```

Values from the calculation:
Frontier orbital gap = 9.49 eV
Energy relative to the best compared isomer or geometry (same formula, charge and spin) = 2.236 eV
E_HOMO = -9.0 eV
Lowest unoccupied orbital energy = 0.511 eV
SMILES = COC[C@H](C)N.COC[C@H](C)N.COC[C@H](C)N.COC[C@H](C)N.COC[C@H](C)N.COC[C@H](C)N.CCO.CCO.CCO.CCO.CCO
DFT total energy = -2508.9573 Eh

Atom charges from the Mulliken analysis, given in e for atoms 1 to 2: atom 1 (O): 0.942, atom 2 (O): -0.175

=====

No. 6
Computed, not measured: a 7-piece molecular cluster, H14O7 overall in a non-equilibrium geometry, with ωB97M-V/def2-TZVPD.

```
! wB97M-V def2-TZVPD RIJCOSX def2/J DEFGRID3
* xyz 0 1
O 0.671 -5.522 -1.151
O -0.258 3.147 -3.537
O -0.941 1.948 2.249
O 0.444 -0.152 -0.415
O -1.086 2.929 -0.910
O -2.836 -3.403 0.075
O 2.723 1.212 3.446
H 1.311 -6.203 -1.419
H -1.116 2.612 -1.765
H -2.632 -3.012 -0.808
H 0.063 3.717 -4.271
H 0.998 -5.137 -0.278
H -1.507 1.653 2.923
H 2.806 0.842 4.289
H 1.059 -0.725 -1.024
H 1.036 -0.164 0.391
H 3.544 1.553 3.054
H -2.074 -3.567 0.559
H -0.461 2.626 2.782
H -1.980 3.263 -0.797
H 0.237 2.385 -3.392
*
```

Values from the calculation:
Frontier orbital gap = 10.65 eV
Energy relative to the best compared isomer or geometry (same formula, charge and spin) = 3.213 eV
E_HOMO = -10.2 eV
Lowest unoccupied orbital energy = 0.434 eV
SMILES = O.O.O.O.O.O.O
DFT total energy = -535.0058 Eh

Atom charges from the natural (NBO) analysis, given in e for atoms 1 to 2: atom 1 (O): -0.945, atom 2 (O): -0.962

=====

No. 7
Computed, not measured: a single C3H5NO molecule in a non-equilibrium geometry, with ωB97M-V/def2-TZVPD.

```
! wB97M-V def2-TZVPD RIJCOSX def2/J DEFGRID3
* xyz 0 1
O -1.118 -2.285 0.372
N -0.016 1.190 0.602
C -0.366 -1.301 0.356
C 0.559 0.789 -0.629
C -0.604 0.141 -0.127
H 0.745 -1.471 0.688
H -1.528 0.391 -0.588
H 0.298 1.435 -1.475
H 1.544 0.251 -0.652
H 0.486 0.859 1.453
*
```

Values from the calculation:
Frontier orbital gap = 10.78 eV
Energy relative to the best compared isomer or geometry (same formula, charge and spin) = 1.980 eV
E_HOMO = -10.0 eV
Lowest unoccupied orbital energy = 0.789 eV
SMILES = O=C[C@@H]1CN1
DFT total energy = -247.2345 Eh

Atom charges from the natural (NBO) analysis, given in e for atoms 1 to 2: atom 1 (O): -0.513, atom 2 (N): -0.555

=====

No. 8
Computed, not measured: a single C4H7NO molecule in a non-equilibrium geometry, with ωB97M-V/def2-TZVPD.

```
! wB97M-V def2-TZVPD RIJCOSX def2/J DEFGRID3
* xyz 0 1
O -2.328 -1.008 0.240
N -0.670 0.343 -0.646
C 0.328 -0.170 0.254
C 1.622 -0.856 -0.239
C -0.033 1.250 0.259
C -2.001 -0.009 -0.377
H 0.691 2.001 -0.119
H 1.971 -0.489 -1.213
H -0.630 1.617 1.184
H 1.434 -1.989 -0.125
H -2.760 0.660 -0.849
H -0.098 -0.780 1.155
H 2.474 -0.569 0.477
*
```

Values from the calculation:
Frontier orbital gap = 11.00 eV
Energy relative to the best compared isomer or geometry (same formula, charge and spin) = 2.264 eV
E_HOMO = -10.0 eV
Lowest unoccupied orbital energy = 0.954 eV
SMILES = C[C@H]1CN1C=O
DFT total energy = -286.5484 Eh

Atom charges from the natural (NBO) analysis, given in e for atoms 1 to 2: atom 1 (O): -0.552, atom 2 (N): -0.462

=====

No. 9
Computed, not measured: a 5-piece molecular cluster, C22H45BrNO8S5 overall, with ωB97M-V/def2-TZVPD.

```
! wB97M-V def2-TZVPD RIJCOSX def2/J DEFGRID3
* xyz 1 1
Br -3.375 1.739 -1.381
S -1.405 -5.914 2.353
S -3.807 5.570 -5.526
S 2.735 -1.653 0.223
S -0.064 -0.636 -4.210
S 4.185 0.098 4.961
O 3.855 -2.543 0.349
O 2.795 -0.581 -0.761
O -1.388 -4.815 1.412
O -0.238 -6.746 2.480
O 5.131 1.091 4.524
O -4.318 4.615 -4.566
O -3.707 5.192 -6.909
O 2.798 0.206 4.569
N 1.536 2.070 -4.815
C -3.730 -6.787 3.323
C -2.974 2.107 -3.240
C 4.822 -1.526 4.539
C -1.265 0.268 -3.214
C -2.428 7.688 -4.665
C 5.649 -1.927 5.755
C -2.871 -6.915 2.060
C -4.702 7.106 -5.344
C 2.293 -0.953 1.802
C 0.379 -2.369 1.245
C -1.533 1.740 -3.557
C -1.906 -5.290 3.955
C 1.553 -0.030 -3.761
C 4.815 -1.529 6.980
C 4.313 -0.099 6.746
C 0.771 -1.001 1.822
C -2.219 6.192 -4.936
C 1.711 1.487 -3.715
C 1.211 -2.584 -0.025
C 2.062 2.070 -2.377
C -3.426 -5.417 3.946
C -3.906 7.882 -4.300
H 2.278 1.254 -1.691
H -0.684 -2.441 1.029
H 0.721 -2.183 -0.911
H 0.395 -0.855 2.833
H 2.720 -1.597 2.566
H 1.689 3.077 -4.733
H -3.154 3.168 -3.399
H -4.104 7.478 -3.305
H 3.969 -2.192 4.403
H -3.836 -5.328 4.951
H -1.977 5.644 -4.026
H -1.450 -5.935 4.705
H 5.873 -2.992 5.745
H -0.866 2.376 -2.975
H -3.861 -4.623 3.336
H 0.611 -3.156 1.962
H -2.544 -7.932 1.860
H 3.967 -2.208 7.084
H -5.725 6.876 -5.054
H 6.596 -1.385 5.753
H 2.708 0.048 1.886
H 3.334 0.093 7.177
H 5.024 0.648 7.093
H -1.331 1.925 -4.616
H -1.539 -4.272 4.063
H -4.786 -6.897 3.086
H 1.786 -0.512 -2.805
H -3.468 -7.576 4.030
H 1.196 2.612 -1.977
H -0.229 -0.070 -5.419
H 2.230 -0.446 -4.513
H 0.367 -0.198 1.198
H 2.895 2.769 -2.460
H -2.193 8.260 -5.564
H -2.175 -0.331 -3.303
H -0.880 0.135 -2.198
H -1.476 5.990 -5.703
H -3.685 1.567 -3.863
H -4.187 8.934 -4.295
H -1.767 8.036 -3.873
H -3.365 -6.506 1.181
H 1.474 -3.625 -0.196
H 5.390 -1.447 3.614
H 5.395 -1.588 7.899
H -4.688 7.598 -6.315
*
```

Values from the calculation:
Frontier orbital gap = 9.60 eV
E_HOMO = -12.1 eV
Lowest unoccupied orbital energy = -2.512 eV
DFT total energy = -6086.5996 Eh

Atom charges from the Mulliken analysis, given in e for atoms 1 to 2: atom 1 (Br): -0.161, atom 2 (S): 1.133